A 5-piece molecular cluster, C37H37NO21S overall. Source: the OMol25 dataset; level of theory: ωB97M-V with the def2-TZVPD basis set.

Cartesian coordinates (Å):
C -3.149 -3.112 5.977
C -3.375 -2.124 4.876
O -3.325 -0.946 5.027
O -3.613 -2.667 3.660
C -2.694 -2.236 2.636
C -3.461 -1.645 1.453
C -3.242 -2.443 0.179
O -1.833 -2.558 -0.111
S -1.205 -1.166 -0.674
O -1.919 -0.842 -1.883
O 0.161 -1.898 -1.099
C 1.324 -1.105 -0.746
C 1.445 -0.749 0.744
C 1.614 0.768 0.950
C 0.500 1.411 1.793
N 0.025 2.670 1.240
C -0.422 2.906 -0.029
C -0.810 4.227 -0.131
C -0.573 4.819 1.134
C -0.056 3.837 1.956
H -3.758 -2.834 6.828
H -2.093 -3.083 6.223
H -3.426 -4.106 5.650
H -2.043 -1.465 3.034
H -2.101 -3.089 2.327
H -4.521 -1.673 1.689
H -3.202 -0.601 1.296
H -3.804 -2.061 -0.667
H -3.575 -3.462 0.350
H 1.350 -0.242 -1.400
H 2.172 -1.722 -1.022
H 2.352 -1.217 1.107
H 0.643 -1.170 1.338
H 2.555 0.954 1.459
H 1.670 1.307 0.011
H 0.848 1.626 2.796
H -0.362 0.751 1.884
H -0.440 2.144 -0.786
H -1.221 4.711 -0.996
H -0.755 5.840 1.410
H 0.238 3.930 2.984
C 3.438 0.076 -6.256
C 3.248 -0.020 -4.934
C 2.672 1.113 -4.129
O 2.513 0.936 -2.933
C 2.339 2.348 -4.810
C 2.529 2.444 -6.132
C 3.083 1.304 -6.943
O 3.203 1.470 -8.142
O 2.245 3.535 -6.830
O 3.545 -1.109 -4.234
H 3.845 -0.733 -6.844
H 1.939 3.160 -4.218
H 2.477 3.331 -7.757
H 3.302 -0.909 -3.311
C -0.387 0.461 -9.278
C -1.067 0.984 -10.308
C -2.115 2.048 -10.114
O -2.670 2.479 -11.107
C -2.405 2.493 -8.763
C -1.728 1.968 -7.732
C -0.663 0.922 -7.932
O -0.084 0.515 -6.941
O -1.937 2.321 -6.472
O -0.874 0.616 -11.567
H 0.370 -0.299 -9.407
H -3.169 3.245 -8.632
H -1.320 1.791 -5.931
H -1.490 1.152 -12.103
C 3.285 -4.877 0.991
C 4.349 -5.692 0.984
C 5.226 -5.867 2.197
O 6.160 -6.640 2.109
C 4.911 -5.105 3.393
C 3.849 -4.288 3.396
C 2.960 -4.133 2.193
O 2.007 -3.380 2.285
O 3.498 -3.558 4.448
O 4.711 -6.403 -0.072
H 2.646 -4.746 0.128
H 5.555 -5.225 4.252
H 2.699 -3.066 4.181
H 5.505 -6.905 0.196
C -3.241 3.754 7.034
C -2.871 4.210 8.237
C -2.033 3.388 9.175
O -1.726 3.888 10.242
C -1.642 2.054 8.762
C -2.013 1.587 7.560
C -2.833 2.423 6.606
O -3.116 1.950 5.526
O -1.680 0.374 7.140
O -3.205 5.412 8.695
H -3.840 4.338 6.351
H -1.053 1.468 9.453
H -2.062 0.232 6.249
H -2.804 5.482 9.583

Summary:
Energy above the lowest of the compared OMol25 structures with the same formula, charge and spin   0.0 kcal per mole
HOMO level   -8.1 eV

---

C37H38B11Br6N2P2SV as an isolated structure. Source: the OMol25 dataset; level of theory: ωB97M-V with the def2-TZVPD basis set.

Cartesian coordinates (Å):
V -0.176 0.186 -0.025
N 1.920 1.179 -2.042
P 1.321 -0.381 -1.961
C 0.283 -0.741 -3.373
C -1.089 -0.969 -3.238
C -1.863 -1.234 -4.358
C -1.267 -1.274 -5.610
C 0.099 -1.041 -5.751
C 0.880 -0.780 -4.639
C 2.772 -1.427 -2.078
C 2.676 -2.705 -2.646
C 3.823 -3.446 -2.858
C 5.065 -2.927 -2.497
C 5.162 -1.669 -1.917
C 4.018 -0.915 -1.697
P 1.201 2.119 -0.842
C 2.360 2.276 0.505
C 2.678 3.503 1.078
C 3.566 3.541 2.146
C 4.109 2.365 2.651
C 3.763 1.132 2.103
C 2.889 1.089 1.032
C 0.932 3.685 -1.647
C -0.329 4.190 -1.954
C -0.427 5.397 -2.629
C 0.723 6.082 -2.995
C 1.982 5.563 -2.702
C 2.099 4.362 -2.026
H 2.390 1.570 -2.853
H -1.562 -0.941 -2.264
H -2.926 -1.409 -4.257
H -1.867 -1.488 -6.485
H 0.556 -1.069 -6.732
H 1.945 -0.613 -4.757
H 1.716 -3.101 -2.957
H 3.757 -4.421 -3.324
H 5.962 -3.504 -2.681
H 6.129 -1.270 -1.642
H 4.100 0.069 -1.254
H 2.243 4.422 0.702
H 3.832 4.493 2.585
H 4.806 2.407 3.479
H 4.182 0.219 2.507
H 2.634 0.120 0.594
H -1.226 3.657 -1.675
H -1.403 5.801 -2.866
H 0.642 7.029 -3.513
H 2.875 6.099 -2.993
H 3.084 3.973 -1.786
Br -0.169 1.179 2.366
B -2.048 1.788 2.670
B -2.539 3.036 3.795
C -4.142 2.618 4.158
B -3.036 1.340 4.052
B -4.712 1.170 3.474
B -5.242 2.746 2.861
B -3.912 3.900 3.071
B -2.554 3.375 2.061
Br -1.231 4.526 1.218
B -4.247 3.202 1.467
Br -4.914 4.221 -0.028
B -4.742 1.473 1.719
Br -5.934 0.543 0.517
B -3.373 0.621 2.477
Br -2.956 -1.260 2.068
B -3.090 1.888 1.252
Br -2.325 1.395 -0.535
H -1.831 3.570 4.575
H -4.510 2.868 5.143
H -2.680 0.744 5.008
H -5.461 0.465 4.050
H -6.360 3.080 3.027
H -4.127 5.018 3.380
N -0.304 -1.597 0.030
S 0.415 -3.120 -0.137
C 1.127 -3.392 1.451
C 0.349 -3.775 2.539
C 0.973 -3.874 3.771
C 2.332 -3.590 3.895
C 3.088 -3.209 2.790
C 2.488 -3.105 1.546
C -0.989 -4.200 -0.224
C -0.701 -5.554 -0.090
C -1.750 -6.453 -0.179
C -3.046 -5.997 -0.406
C -3.304 -4.641 -0.559
C -2.268 -3.720 -0.477
H -1.139 -1.664 0.669
H -0.704 -4.006 2.432
H 0.400 -4.186 4.635
H 2.809 -3.679 4.863
H 4.149 -3.018 2.896
H 3.064 -2.844 0.663
H 0.309 -5.905 0.092
H -1.555 -7.512 -0.071
H -3.860 -6.707 -0.471
H -4.312 -4.294 -0.744
H -2.478 -2.669 -0.618

Summary:
Charge   +3
HOMO level (alpha / beta)   -15.9 / -15.9 eV
⟨S²⟩   0.864
2S+1   2

---

C37H38B2F4N9RuS as an isolated structure. Source: the OMol25 dataset; level of theory: ωB97M-V with the def2-TZVPD basis set.

Cartesian coordinates (Å):
Ru 0.227 -0.080 0.156
C 1.458 2.544 2.996
C 0.043 2.603 2.529
C -0.939 3.509 2.963
C -2.034 3.289 2.157
C -3.356 3.982 2.170
N -1.720 2.289 1.304
N -0.454 1.855 1.547
B -2.445 1.992 -0.040
N -2.970 0.561 -0.069
N -2.146 -0.516 0.019
C -2.914 -1.605 -0.022
C -2.450 -3.018 0.068
C -4.258 -1.216 -0.134
C -4.255 0.161 -0.166
C -5.419 1.091 -0.262
N -1.433 2.258 -1.186
N -0.112 1.983 -1.049
C 0.544 2.671 -1.982
C 2.033 2.742 -2.046
C -0.379 3.373 -2.769
C -1.620 3.090 -2.232
C -2.960 3.566 -2.679
H 1.800 3.555 3.217
H 1.567 1.944 3.898
H 2.090 2.112 2.224
H -0.841 4.249 3.739
H -3.430 4.601 3.061
H -3.474 4.620 1.292
H -4.175 3.262 2.175
H -3.355 2.748 -0.154
H -1.373 -3.097 0.119
H -2.891 -3.494 0.947
H -2.778 -3.566 -0.815
H -5.109 -1.873 -0.199
H -6.338 0.510 -0.310
H -5.469 1.751 0.604
H -5.355 1.714 -1.155
H 2.470 2.259 -1.174
H 2.419 2.267 -2.948
H 2.342 3.788 -2.061
H -0.163 4.018 -3.604
H -2.861 4.099 -3.622
H -3.638 2.724 -2.823
H -3.409 4.240 -1.947
C 3.370 -0.653 3.492
C 4.562 -0.708 2.783
C 4.540 -0.624 1.404
C 3.333 -0.483 0.712
C 2.133 -0.389 1.426
C 2.174 -0.489 2.810
C 3.288 -0.469 -0.764
C 4.440 -0.667 -1.561
C 4.338 -0.653 -2.919
C 3.087 -0.450 -3.532
C 2.914 -0.435 -4.932
C 1.677 -0.238 -5.473
C 0.565 -0.043 -4.632
C 0.700 -0.052 -3.275
C 1.966 -0.269 -2.684
N 2.109 -0.276 -1.328
H 3.376 -0.736 4.572
H 5.504 -0.828 3.302
H 5.480 -0.670 0.871
H 1.257 -0.437 3.387
H 5.397 -0.839 -1.095
H 5.215 -0.800 -3.540
H 3.782 -0.592 -5.562
H 1.542 -0.245 -6.546
H -0.416 0.088 -5.069
H -0.165 0.058 -2.638
N -1.849 -0.511 3.140
C -1.080 -1.604 2.950
N -0.307 -1.801 1.928
C 0.407 -2.991 2.039
C 1.279 -3.520 1.092
C 1.911 -4.719 1.361
C 1.685 -5.403 2.554
C 0.802 -4.905 3.496
C 0.170 -3.703 3.222
S -0.999 -2.845 4.197
H -1.990 0.078 2.330
H -2.574 -0.536 3.832
H 1.430 -3.009 0.151
H 2.585 -5.136 0.624
H 2.189 -6.342 2.739
H 0.606 -5.441 4.415
F -0.426 -4.276 -1.561
B -0.189 -3.095 -2.245
F 0.981 -3.170 -2.991
F -1.280 -2.692 -3.007
F 0.011 -2.037 -1.214

Summary:
Energy above the lowest of the compared OMol25 structures with the same formula, charge and spin   0.0 kcal per mole
HOMO level (alpha / beta)   -7.9 / -8.3 eV
⟨S²⟩   8.756
2S+1   6

---

Number 1: strongest force on any atom 1.359 eV/A. Number 2: strongest force on any atom 1.341 eV/A. Number 3: strongest force on any atom 0.664 eV/A.